Entry 1:
A molecular structure, C30H29FeN6OS, computed with ωB97M-V with the def2-TZVPD basis set.

```
! wB97M-V def2-TZVPD RIJCOSX def2/J DEFGRID3
* xyz 0 2
Fe 0.579 2.081 0.717
N -2.161 3.538 3.736
C -1.149 3.002 2.985
S -1.172 3.352 1.276
N -0.236 2.333 3.612
N 0.762 1.888 2.743
C 1.699 1.231 3.321
C 2.874 0.714 2.639
C 3.739 -0.118 3.360
C 4.893 -0.611 2.793
C 5.203 -0.243 1.478
C 4.369 0.576 0.751
C 3.170 1.062 1.307
O 2.401 1.837 0.566
H -2.999 3.807 3.254
H -2.262 3.181 4.672
H 1.616 1.073 4.395
H 3.482 -0.369 4.383
H 5.556 -1.251 3.358
H 6.115 -0.610 1.021
H 4.600 0.862 -0.267
C -3.931 -2.799 -0.669
C -2.969 -2.806 -1.824
C -3.154 -3.650 -2.912
C -2.272 -3.661 -3.982
C -1.164 -2.830 -3.961
C -0.944 -1.992 -2.878
C -1.852 -1.964 -1.823
N -1.670 -1.130 -0.690
C -0.949 0.047 -0.653
N -1.039 0.793 -1.765
C -0.342 1.984 -2.082
C 0.392 2.636 -1.111
C 1.062 3.804 -1.489
C 0.985 4.293 -2.781
C 0.227 3.613 -3.729
C -0.445 2.448 -3.403
C -1.259 1.708 -4.432
N -0.276 0.386 0.419
C -0.265 -0.581 1.483
C -1.105 -0.390 2.572
C -1.050 -1.257 3.653
C -0.159 -2.321 3.632
C 0.642 -2.531 2.518
C 0.594 -1.681 1.417
C 1.388 -1.981 0.177
H -4.803 -3.412 -0.890
H -4.267 -1.785 -0.442
H -3.474 -3.198 0.242
H -4.019 -4.303 -2.921
H -2.447 -4.320 -4.822
H -0.456 -2.839 -4.780
H -0.060 -1.368 -2.847
H -1.782 -1.573 0.209
H -1.661 0.430 -2.467
H 1.657 4.338 -0.756
H 1.509 5.200 -3.056
H 0.159 3.989 -4.744
H -1.191 2.204 -5.399
H -2.320 1.668 -4.165
H -0.914 0.678 -4.570
H -1.760 0.473 2.578
H -1.683 -1.087 4.514
H -0.095 -2.995 4.477
H 1.321 -3.376 2.493
H 2.243 -2.613 0.412
H 1.753 -1.073 -0.300
H 0.769 -2.509 -0.556
*
```

Calculated values
<S²>: 0.950
Relative energy (zero: lowest compared OMol25 entry of this formula, charge and spin) in kcal/mol: 0.00
Maximum force in eV/A: 0.56
Orbital gap (spin up / spin down) in eV: 7.821 / 7.854

Entry 2:
A molecular structure, C32H46BBrClFMgN3O13SSi at a distorted geometry, computed with ωB97M-V with the def2-TZVPD basis set.

```
! wB97M-V def2-TZVPD RIJCOSX def2/J DEFGRID3
* xyz -1 1
C 0.912 -0.032 4.269
C 1.080 -0.400 3.134
C 1.420 -0.858 1.814
Si 2.446 -2.481 1.742
C 3.498 -2.243 0.221
S 1.084 -4.108 1.392
C 3.391 -2.721 3.369
Br 5.312 -2.968 3.054
C 2.937 -3.888 4.256
C 1.462 -3.824 4.681
H 0.799 0.262 5.287
H 2.082 -0.103 1.386
H 0.538 -0.922 1.178
H 4.556 -2.130 0.426
H 3.310 -3.022 -0.512
H 3.178 -1.312 -0.240
H 0.439 -3.584 0.342
H 3.327 -1.817 3.968
H 3.543 -3.834 5.158
H 3.202 -4.831 3.787
H 0.963 -2.908 4.384
H 0.922 -4.666 4.262
H 1.368 -3.913 5.760
C 1.812 2.006 -0.479
C 3.144 1.422 -0.389
N 4.176 0.930 -0.291
H 1.884 3.079 -0.613
H 1.290 1.570 -1.331
H 1.256 1.810 0.436
Mg -1.083 1.681 3.535
F -0.585 -3.450 -1.552
C -0.734 -4.482 -2.424
C -2.004 -4.804 -2.850
C -2.151 -5.854 -3.743
C -1.038 -6.561 -4.184
C 0.230 -6.217 -3.733
C 0.390 -5.163 -2.845
H -2.866 -4.246 -2.492
H -3.139 -6.114 -4.096
H -1.160 -7.380 -4.881
H 1.097 -6.769 -4.071
H 1.368 -4.871 -2.484
C -2.548 4.828 1.624
C -1.429 5.866 1.645
C -0.233 5.031 2.089
O -0.466 3.707 1.589
C -1.811 3.596 1.122
H -3.392 5.102 0.993
H -2.921 4.658 2.637
H -1.263 6.255 0.638
H -1.623 6.708 2.308
H -0.167 4.982 3.182
H 0.708 5.406 1.701
H -1.797 3.562 0.026
H -2.244 2.662 1.490
C -0.778 -2.545 -5.841
C -1.293 -2.596 -7.276
C -2.754 -2.144 -7.401
C -3.629 -3.002 -6.606
N -4.290 -3.659 -5.941
H -1.336 -3.221 -5.192
H 0.269 -2.844 -5.801
H -0.857 -1.536 -5.432
H -1.195 -3.613 -7.658
H -0.676 -1.955 -7.909
H -3.081 -2.185 -8.441
H -2.870 -1.117 -7.053
B 4.841 5.006 3.866
O 3.928 4.050 4.531
C 3.039 3.581 3.685
O 2.170 2.794 3.925
C 3.259 4.245 2.318
O 2.591 4.077 1.348
O 4.321 5.078 2.401
O 4.788 6.331 4.468
C 6.013 6.642 4.916
O 6.315 7.656 5.464
C 6.934 5.464 4.613
O 8.092 5.381 4.875
O 6.206 4.523 3.995
C 4.417 3.367 8.161
C 5.425 4.380 7.888
N 6.222 5.164 7.641
H 3.916 3.096 7.232
H 4.887 2.483 8.587
H 3.683 3.756 8.864
C -9.548 1.371 -5.185
O -9.489 -0.046 -5.322
C -8.259 -0.558 -5.166
O -7.268 0.084 -4.935
O -8.337 -1.869 -5.316
C -7.085 -2.569 -5.165
H -10.587 1.651 -5.332
H -9.229 1.676 -4.190
H -8.931 1.858 -5.938
H -6.682 -2.431 -4.165
H -6.372 -2.234 -5.910
H -7.293 -3.622 -5.318
Cl 6.245 5.475 1.239
O -5.139 -4.201 -1.822
H -5.092 -3.940 -0.892
*
```

Calculated values
Relative energy (zero: lowest compared OMol25 entry of this formula, charge and spin) in kcal/mol: 0.00
Maximum force in eV/A: 2.45
Orbital gap in eV: 1.216

Entry 3:
2 unconnected molecules or ions with the total composition C2H2F2O2S at a distorted geometry, computed with ωB97M-V with the def2-TZVPD basis set.

```
! wB97M-V def2-TZVPD RIJCOSX def2/J DEFGRID3
* xyz 0 1
C 0.309 1.169 -2.637
C 0.183 0.135 -2.063
O 1.078 -0.827 2.666
O -1.312 -0.878 1.858
F -0.080 -1.029 -1.505
F 0.276 0.918 1.187
S -0.111 -0.039 2.561
H -0.906 -1.486 1.111
H 0.562 2.038 -3.179
*
```

Calculated values
Relative energy (zero: lowest compared OMol25 entry of this formula, charge and spin) in kcal/mol: 40.35
Maximum force in eV/A: 2.74
Orbital gap in eV: 11.242

Entry 4:
3 unconnected molecules or ions with the total composition C3H9NO2S at a distorted geometry, computed with ωB97M-V with the def2-TZVPD basis set.

```
! wB97M-V def2-TZVPD RIJCOSX def2/J DEFGRID3
* xyz 0 1
O 0.517 -0.004 -2.291
C -0.074 0.888 -0.480
N -0.200 2.127 0.155
C 0.187 1.093 1.188
C -0.350 -0.544 1.637
S 0.984 -1.666 1.697
H -0.982 0.676 -1.048
H 0.855 0.758 -1.056
H 1.270 1.028 1.142
H -0.288 1.637 2.010
H -0.736 -0.446 2.686
H -1.147 -0.772 0.905
H 0.095 -1.981 -0.571
H -0.226 -1.157 -1.737
H 0.808 0.076 -3.213
O -0.714 -1.711 -1.025
*
```

Calculated values
Relative energy (zero: lowest compared OMol25 entry of this formula, charge and spin) in kcal/mol: 275.38
Maximum force in eV/A: 8.24
Orbital gap in eV: 5.045